Run a
{
  "formula": "C5H5NO",
  "method": "ωB97M-V/def2-TZVPD",
  "elements": ["C", "C", "N", "C", "C", "C", "O", "H", "H", "H", "H", "H"],
  "positions_angstrom": [[1.75, 0.60, 0.66], [0.47, 0.27, -0.19], [-0.19, 0.86, -1.08], [-1.37, 0.22, -1.28], [-1.53, -0.84, -0.45], [-0.31, -0.86, 0.26], [-0.20, -1.31, 1.50], [1.35, 0.86, 1.65], [2.08, 1.46, 0.23], [2.21, -0.45, 0.83], [-2.00, 0.61, -2.10], [-2.27, -1.43, -0.04]],
  "mulliken_charge": [-1.090, 0.382, -0.584, -0.182, -0.842, 0.982, -0.541, 0.279, 0.420, 0.308, 0.408, 0.458],
  "multiplicity": 1,
  "smiles": "CC1=NC=CC1=O",
  "e_homo_ev": -9.493
}



Run b
{
  "formula": "C5H5NO",
  "method": "ωB97M-V/def2-TZVPD",
  "elements": ["O", "C", "C", "C", "C", "C", "N", "H", "H", "H", "H", "H"],
  "positions_angstrom": [[0.24, -0.32, 2.30], [1.04, -0.26, 1.44], [2.08, -0.28, 0.65], [2.42, -0.02, -0.61], [-0.75, 0.59, -0.71], [-1.87, -0.46, -0.43], [-1.79, 0.90, -0.02], [3.44, -0.15, -0.96], [1.67, 0.34, -1.32], [-1.69, -1.23, 0.33], [-2.58, -0.71, -1.22], [-2.20, 1.62, 0.55]],
  "mulliken_charge": [-0.406, 0.909, -0.513, -0.461, -0.505, -0.183, -0.032, 0.259, 0.269, 0.176, 0.240, 0.249],
  "multiplicity": 1,
  "e_homo_ev": -8.782
}



Which of them is the most stable, and which is the least stable? run a and run b, in that order.



Run a
{
  "formula": "CH4N2S2",
  "method": "ωB97M-V/def2-TZVPD",
  "elements": ["C", "N", "N", "S", "S", "H", "H", "H", "H"],
  "positions_angstrom": [[-1.70, 0.45, -0.10], [-0.53, -0.22, 0.06], [1.40, 0.44, 0.13], [-3.01, -0.54, -0.17], [2.48, -0.67, -0.31], [-1.81, 1.53, -0.13], [-0.82, -1.18, 0.11], [1.27, 1.19, -0.56], [2.73, -1.00, 0.98]],
  "mulliken_charge": [0.029, -0.307, -0.297, -0.411, 0.044, 0.306, 0.165, 0.289, 0.182],
  "multiplicity": 1,
  "e_homo_ev": [-8.001, -7.999]
}



Run b
{
  "formula": "CH4N2S2",
  "method": "ωB97M-V/def2-TZVPD",
  "elements": ["S", "N", "C", "N", "S", "H", "H", "H", "H"],
  "positions_angstrom": [[-1.50, -1.26, -0.23], [-1.39, 0.45, 0.23], [-0.20, 0.90, 0.01], [0.92, 0.28, -0.57], [1.53, -1.17, 0.00], [-2.78, -1.36, 0.09], [-0.06, 1.97, 0.11], [1.61, 0.95, -0.88], [1.89, -0.77, 1.23]],
  "mulliken_charge": [-0.126, -0.360, 0.136, -0.383, -0.134, 0.134, 0.309, 0.292, 0.132],
  "multiplicity": 1,
  "smiles": "S/N=C\\NS",
  "e_homo_ev": -8.648
}



Which of them is the most stable, and which is the least stable? run b and run a, in that order.